(1)
{"formula": "C12H14S2", "method": "wB97M-V/def2-TZVPD", "homo_lumo_gap_ev": 8.7, "lumo_ev": 0.5, "e_homo_ev": -8.18, "multiplicity": 1, "molar_mass_da": 222.38, "charge": 0, "species": ["C", "C", "C", "S", "C", "C", "C", "C", "C", "C", "C", "C", "C", "S", "H", "H", "H", "H", "H", "H", "H", "H", "H", "H", "H", "H", "H", "H"], "positions_angstrom": [[1.049, -0.093, -2.388], [0.763, 0.266, -1.134], [1.417, 1.284, -0.342], [2.669, 2.319, -0.859], [2.757, 2.896, 0.791], [1.766, 2.459, 1.587], [1.016, 1.465, 0.975], [0.181, 0.557, 1.821], [-0.095, -0.649, 0.998], [-0.491, -0.371, -0.436], [-1.763, 0.523, -0.386], [-0.857, -1.583, -1.317], [-0.880, -2.901, -1.201], [-0.203, -3.959, 0.107], [1.932, 0.399, -2.801], [0.611, -0.822, -2.974], [3.503, 3.588, 1.193], [1.729, 2.823, 2.576], [0.679, 0.204, 2.702], [-0.810, 0.993, 2.339], [0.738, -1.251, 0.987], [-0.886, -1.194, 1.381], [-1.770, 1.100, -1.320], [-1.843, 1.186, 0.493], [-2.735, -0.051, -0.418], [-1.380, -1.338, -2.337], [-1.212, -3.647, -1.884], [-0.372, -3.039, 1.096]]}

=====

(2)
{"formula": "C12H15AsCl2F6N2O2PdS", "method": "wB97M-V/def2-TZVPD", "de_lowest_kcal_mol": 3.0, "homo_lumo_gap_ev": [7.9, 7.5], "lumo_ev": [2.5, 2.1], "e_homo_ev": [-5.39, -5.33], "multiplicity": 2, "molar_mass_da": 617.57, "charge": -1, "species": ["Pd", "Cl", "C", "C", "C", "Cl", "C", "O", "C", "C", "O", "C", "H", "H", "H", "C", "C", "N", "C", "S", "N", "C", "C", "H", "H", "H", "H", "H", "H", "H", "H", "H", "H", "H", "H", "F", "As", "F", "F", "F", "F", "F"], "positions_angstrom": [[-1.486, 1.665, 1.116], [3.870, 1.672, -3.740], [2.540, 2.051, -2.676], [2.489, 3.310, -2.075], [1.456, 3.621, -1.233], [1.428, 5.184, -0.468], [0.401, 2.709, -0.913], [-0.513, 3.063, -0.095], [0.488, 1.442, -1.568], [-0.522, 0.407, -1.436], [-1.514, 0.411, -0.716], [1.555, 1.135, -2.426], [3.267, 4.038, -2.265], [-0.365, -0.467, -2.086], [1.596, 0.151, -2.878], [1.274, 3.863, 4.534], [0.900, 2.903, 3.421], [0.040, 1.832, 3.947], [-0.261, 0.709, 3.218], [-1.935, 0.288, 3.013], [0.700, -0.061, 2.743], [2.137, 0.057, 2.962], [2.881, 0.542, 1.723], [1.868, 4.686, 4.136], [1.849, 3.354, 5.308], [0.382, 4.289, 4.999], [1.790, 2.474, 2.978], [0.376, 3.429, 2.614], [-0.825, 2.207, 4.312], [0.407, -0.810, 2.124], [2.492, -0.939, 3.223], [2.294, 0.702, 3.826], [2.803, -0.191, 0.923], [3.938, 0.679, 1.958], [2.481, 1.487, 1.349], [0.753, -1.344, 0.147], [1.554, -2.911, 0.083], [1.909, -2.713, 1.788], [0.058, -3.673, 0.495], [1.174, -3.018, -1.604], [2.362, -4.437, 0.060], [3.044, -2.101, -0.299]]}

=====

(3)
{"formula": "C12H15BN2", "method": "wB97M-V/def2-TZVPD", "de_lowest_kcal_mol": 114.7, "homo_lumo_gap_ev": [7.7, 7.6], "lumo_ev": [0.1, 0.0], "e_homo_ev": [-7.60, -7.58], "multiplicity": 1, "molar_mass_da": 198.08, "charge": 0, "species": ["B", "C", "C", "C", "C", "C", "C", "C", "C", "C", "C", "C", "C", "N", "N", "H", "H", "H", "H", "H", "H", "H", "H", "H", "H", "H", "H", "H", "H", "H"], "positions_angstrom": [[2.902, -1.629, 0.107], [-4.174, 1.607, -0.157], [-2.973, 2.081, -0.641], [-4.170, 0.478, 0.625], [-1.781, 1.543, -0.242], [-2.982, -0.244, 0.695], [3.920, 1.807, -0.088], [2.912, 0.920, -0.280], [4.812, -0.119, 0.265], [-1.749, 0.278, 0.324], [-0.527, -2.525, -0.507], [-0.387, -0.323, 0.681], [0.060, -1.204, -0.483], [5.071, 1.170, 0.186], [3.452, -0.353, 0.075], [3.485, -2.695, -0.014], [-4.985, 2.227, -0.304], [-2.836, 2.974, -1.191], [-5.104, 0.168, 1.197], [-0.924, 2.110, -0.361], [-3.159, -1.212, 1.296], [3.721, 2.888, -0.260], [1.991, 1.149, -0.641], [5.353, -1.020, 0.451], [0.177, -3.205, -1.102], [-1.598, -2.649, -0.912], [-0.705, -2.992, 0.425], [-0.462, -0.998, 1.512], [0.369, 0.613, 0.845], [0.291, -0.844, -1.500]]}

=====

(4)
{"formula": "C12H15BaBr4N3O2S", "method": "wB97M-V/def2-TZVPD", "homo_lumo_gap_ev": [3.6, 5.2], "lumo_ev": [4.0, 4.0], "e_homo_ev": [0.41, -1.18], "multiplicity": 1, "molar_mass_da": 722.28, "charge": -2, "species": ["Ba", "N", "N", "C", "N", "S", "H", "H", "H", "H", "H", "Br", "C", "C", "Br", "C", "Br", "C", "O", "C", "O", "C", "Br", "C", "C", "C", "C", "C", "H", "H", "H", "H", "H", "H", "H", "H", "H", "H"], "positions_angstrom": [[0.013, -0.479, -0.880], [1.089, -1.381, 3.455], [2.003, -1.739, 2.438], [3.198, -0.945, 2.257], [3.306, 0.204, 3.128], [3.839, -0.917, 0.651], [1.093, -0.370, 3.572], [1.422, -1.786, 4.322], [1.576, -1.799, 1.525], [3.522, -0.051, 4.083], [4.049, 0.787, 2.768], [-3.263, -6.221, -3.998], [-2.310, -4.604, -3.755], [-1.797, -3.915, -4.838], [-2.025, -4.566, -6.601], [-1.096, -2.715, -4.620], [-0.368, -1.710, -6.047], [-0.890, -2.185, -3.345], [-0.240, -1.067, -3.124], [-1.429, -2.905, -2.211], [-1.246, -2.404, -1.012], [-2.122, -4.091, -2.457], [-2.800, -4.972, -0.928], [-1.372, 4.328, 1.003], [-0.480, 3.075, 0.904], [-0.374, 2.470, 2.309], [0.915, 3.525, 0.451], [-1.071, 2.061, -0.069], [-0.991, 5.044, 1.747], [-2.389, 4.045, 1.289], [-1.422, 4.833, 0.034], [0.081, 3.167, 3.026], [0.238, 1.564, 2.293], [-1.367, 2.191, 2.673], [1.316, 4.308, 1.109], [0.875, 3.920, -0.569], [1.626, 2.695, 0.464], [-1.111, 2.607, -1.044]]}

=====

(5)
{"formula": "C12H15CoNO5", "method": "wB97M-V/def2-TZVPD", "homo_lumo_gap_ev": [6.9, 3.0], "lumo_ev": [-7.2, -12.1], "e_homo_ev": [-14.12, -15.10], "multiplicity": 4, "molar_mass_da": 312.19, "charge": 2, "species": ["Co", "O", "C", "C", "O", "C", "O", "C", "O", "C", "H", "H", "C", "H", "H", "O", "C", "C", "C", "C", "C", "C", "N", "H", "H", "H", "H", "H", "H", "H", "H", "H", "H", "H"], "positions_angstrom": [[0.285, 0.147, -2.722], [0.405, 2.910, -1.925], [0.358, 1.834, -2.335], [0.203, -1.567, -2.431], [0.158, -2.610, -1.943], [2.007, 0.083, -2.522], [3.115, 0.028, -2.206], [-1.437, 0.244, -2.541], [-2.553, 0.295, -2.250], [0.309, 0.827, -6.518], [-0.603, 1.447, -6.513], [1.277, 1.355, -6.489], [0.245, -0.512, -6.585], [1.158, -1.130, -6.615], [-0.721, -1.040, -6.639], [0.297, 0.258, 0.224], [0.323, 0.065, 1.446], [0.269, 1.202, 2.476], [-0.972, 1.264, 3.351], [-0.846, 0.291, 4.525], [-0.813, -1.175, 4.116], [0.430, -1.612, 3.322], [0.450, -1.199, 1.926], [1.159, 1.134, 3.119], [0.316, 2.132, 1.910], [-1.049, 2.289, 3.736], [-1.885, 1.082, 2.766], [0.082, 0.529, 5.058], [-1.665, 0.468, 5.232], [-0.817, -1.758, 5.044], [-1.726, -1.426, 3.561], [1.326, -1.227, 3.834], [0.455, -2.707, 3.377], [0.460, -1.920, 1.209]]}

=====

(6)
{"formula": "C12H15F9O6", "method": "wB97M-V/def2-TZVPD", "de_lowest_kcal_mol": 43.9, "homo_lumo_gap_ev": 11.7, "lumo_ev": 0.6, "e_homo_ev": -11.18, "multiplicity": 1, "molar_mass_da": 426.23, "charge": 0, "species": ["C", "C", "O", "C", "O", "C", "F", "F", "F", "H", "H", "H", "H", "H", "C", "C", "O", "C", "O", "C", "F", "F", "F", "H", "H", "H", "H", "H", "C", "C", "O", "C", "O", "C", "F", "F", "F", "H", "H", "H", "H", "H"], "positions_angstrom": [[10.065, -4.776, 14.976], [11.221, -4.972, 13.981], [11.617, -3.716, 13.488], [11.414, -3.278, 12.215], [11.106, -4.035, 11.288], [11.679, -1.801, 12.002], [12.718, -1.710, 11.185], [10.659, -1.277, 11.345], [11.965, -1.123, 13.136], [10.451, -4.520, 15.963], [9.457, -5.673, 15.095], [9.555, -3.849, 14.713], [11.114, -5.659, 13.141], [12.120, -5.315, 14.493], [9.972, 1.743, 14.101], [11.400, 2.244, 13.872], [11.552, 3.606, 13.585], [11.491, 4.210, 12.376], [11.002, 3.678, 11.415], [11.899, 5.658, 12.388], [10.860, 6.390, 12.814], [12.975, 5.845, 13.104], [12.075, 6.065, 11.121], [9.925, 0.671, 14.295], [9.142, 2.020, 13.451], [9.581, 2.284, 14.963], [11.831, 1.760, 12.996], [12.030, 1.933, 14.706], [11.649, -7.497, 9.279], [13.093, -7.397, 9.772], [13.392, -8.211, 10.849], [13.359, -7.632, 12.156], [13.150, -6.448, 12.403], [13.446, -8.680, 13.261], [12.252, -8.943, 13.632], [13.959, -9.794, 12.731], [14.252, -8.250, 14.262], [11.019, -7.407, 10.164], [11.497, -8.490, 8.857], [11.339, -6.721, 8.579], [13.298, -6.392, 10.140], [13.871, -7.685, 9.065]]}

=====

(7)
{"formula": "C12H15GaIO3", "method": "wB97M-V/def2-TZVPD", "homo_lumo_gap_ev": 8.3, "lumo_ev": -3.9, "e_homo_ev": -12.14, "multiplicity": 1, "molar_mass_da": 403.88, "charge": 1, "species": ["Ga", "C", "C", "O", "C", "C", "C", "C", "C", "C", "O", "H", "H", "H", "H", "H", "H", "H", "I", "C", "H", "H", "C", "C", "C", "O", "H", "H", "H", "H", "H", "H"], "positions_angstrom": [[6.201, 9.981, 8.779], [9.815, 8.918, 10.560], [8.618, 8.809, 9.737], [7.828, 9.807, 9.819], [8.385, 7.583, 9.010], [9.383, 6.487, 8.939], [9.032, 5.259, 8.417], [7.753, 5.008, 7.920], [6.838, 6.058, 7.893], [7.171, 7.335, 8.341], [6.226, 8.302, 8.106], [9.791, 9.860, 11.095], [10.716, 8.756, 9.999], [9.835, 8.077, 11.213], [10.412, 6.601, 9.141], [9.809, 4.500, 8.358], [7.523, 3.984, 7.648], [5.854, 5.785, 7.634], [4.803, 13.104, 8.835], [4.916, 11.082, 9.667], [3.906, 10.728, 9.413], [4.983, 11.203, 10.717], [5.515, 11.621, 5.617], [6.834, 11.748, 6.294], [7.876, 12.718, 5.791], [7.097, 11.075, 7.294], [5.056, 12.607, 5.650], [4.804, 10.904, 5.980], [5.632, 11.450, 4.540], [7.447, 13.618, 5.395], [8.547, 12.240, 4.987], [8.539, 12.865, 6.631]]}

=====

(8)
{"formula": "C12H15IN2O4SSiZn", "method": "wB97M-V/def2-TZVPD", "de_lowest_kcal_mol": 14.1, "homo_lumo_gap_ev": 6.0, "lumo_ev": 4.5, "e_homo_ev": -1.48, "multiplicity": 1, "molar_mass_da": 503.71, "charge": -2, "species": ["Zn", "N", "C", "C", "C", "C", "N", "C", "C", "H", "H", "H", "H", "I", "C", "H", "H", "O", "S", "O", "O", "O", "C", "Si", "C", "C", "C", "C", "H", "H", "H", "H", "H", "H", "H", "H", "H"], "positions_angstrom": [[-0.107, -1.884, -1.376], [0.113, -1.970, 6.212], [0.026, -1.972, 5.062], [-0.027, -1.963, 3.660], [0.310, -0.803, 2.948], [0.365, -0.874, 1.572], [0.102, -1.977, 0.884], [-0.299, -3.061, 1.541], [-0.370, -3.106, 2.923], [0.523, 0.115, 3.477], [0.647, -0.014, 0.977], [-0.628, -3.889, 0.914], [-0.675, -4.008, 3.430], [2.721, -4.117, -0.855], [1.997, -2.167, -1.470], [2.453, -2.028, -2.449], [2.518, -1.488, -0.793], [-0.856, -3.397, -2.294], [-2.036, -3.455, -1.352], [-3.276, -3.610, -2.108], [-2.013, -2.140, -0.621], [-1.848, -4.555, -0.394], [0.218, 4.114, -3.047], [0.015, 3.141, -1.394], [1.470, 3.705, -0.271], [-1.561, 3.812, -0.526], [-0.055, 1.324, -1.605], [-0.142, 0.115, -1.745], [0.210, 5.193, -2.894], [-0.584, 3.871, -3.739], [1.155, 3.858, -3.537], [1.526, 4.787, -0.181], [2.425, 3.354, -0.649], [1.348, 3.296, 0.726], [-1.595, 4.898, -0.458], [-1.613, 3.413, 0.482], [-2.454, 3.480, -1.047]]}

=====

(9)
{"formula": "C12H15N", "method": "wB97M-V/def2-TZVPD", "de_lowest_kcal_mol": 243.1, "homo_lumo_gap_ev": 9.0, "lumo_ev": 0.8, "e_homo_ev": -8.24, "multiplicity": 1, "molar_mass_da": 173.26, "charge": 0, "species": ["C", "C", "C", "C", "N", "C", "C", "C", "C", "C", "C", "C", "C", "H", "H", "H", "H", "H", "H", "H", "H", "H", "H", "H", "H", "H", "H", "H"], "positions_angstrom": [[0.302, 4.157, -0.841], [0.403, 2.849, -1.046], [0.838, 1.623, -1.272], [2.264, 1.185, -0.967], [2.095, 0.783, 0.398], [-0.179, 0.685, -2.081], [-0.497, -0.448, -0.874], [-0.382, -1.946, -0.938], [-0.696, -2.627, 0.259], [-0.979, -2.041, 1.568], [-1.661, -2.957, 2.823], [-1.201, -0.691, 1.428], [-1.066, 0.020, 0.119], [-0.460, 4.392, 0.063], [0.791, 5.133, -1.532], [2.857, 0.712, -1.942], [2.934, 2.196, -0.979], [1.079, 0.343, 0.852], [3.006, 0.453, 0.793], [0.138, -0.024, -2.789], [-0.918, 1.345, -2.357], [0.066, -2.522, -1.787], [-0.979, -3.804, -0.101], [-2.788, -3.116, 2.275], [-1.589, -2.605, 3.786], [-1.206, -4.026, 2.682], [-1.141, -0.108, 2.506], [-1.027, 1.040, -0.047]]}

=====

(10)
{"formula": "C12H15N3O3S2", "method": "wB97M-V/def2-TZVPD", "de_lowest_kcal_mol": 0.0, "homo_lumo_gap_ev": 8.5, "lumo_ev": 0.4, "e_homo_ev": -8.07, "multiplicity": 1, "molar_mass_da": 313.40, "charge": 0, "species": ["C", "O", "C", "O", "C", "C", "C", "C", "C", "S", "C", "N", "N", "C", "N", "C", "C", "C", "S", "O", "H", "H", "H", "H", "H", "H", "H", "H", "H", "H", "H", "H", "H", "H", "H"], "positions_angstrom": [[-0.075, 2.537, 1.123], [-0.040, 1.955, -0.169], [0.358, 2.743, -1.178], [0.692, 3.897, -1.053], [0.342, 2.019, -2.448], [0.766, 2.397, -3.701], [0.565, 1.281, -4.534], [0.022, 0.302, -3.739], [-0.329, -1.107, -4.010], [0.950, -2.196, -3.238], [0.524, -1.903, -1.578], [-0.675, -1.793, -1.142], [-0.768, -1.531, 0.152], [0.374, -1.434, 0.751], [0.546, -1.127, 2.045], [-0.570, -1.148, 2.976], [-0.902, -2.577, 3.404], [-0.220, -0.273, 4.174], [1.759, -1.684, -0.328], [-0.110, 0.748, -2.482], [-0.831, 1.994, 1.685], [0.901, 2.434, 1.602], [-0.328, 3.597, 1.052], [1.173, 3.351, -3.966], [0.786, 1.205, -5.578], [-1.278, -1.388, -3.556], [-0.311, -1.327, -5.074], [1.463, -1.285, 2.436], [-1.422, -0.730, 2.432], [-1.755, -2.578, 4.077], [-1.149, -3.175, 2.530], [-0.054, -3.031, 3.914], [-1.071, -0.204, 4.845], [0.050, 0.729, 3.851], [0.617, -0.700, 4.723]]}

=====

(11)
{"formula": "C12H15N3O8Si", "method": "wB97M-V/def2-TZVPD", "de_lowest_kcal_mol": 36.7, "homo_lumo_gap_ev": 7.1, "lumo_ev": -1.1, "e_homo_ev": -8.15, "multiplicity": 1, "molar_mass_da": 357.35, "charge": 0, "species": ["O", "O", "O", "O", "O", "O", "O", "O", "C", "C", "C", "C", "C", "C", "N", "N", "N", "C", "C", "C", "C", "C", "C", "Si", "H", "H", "H", "H", "H", "H", "H", "H", "H", "H", "H", "H", "H", "H", "H"], "positions_angstrom": [[3.176, -5.179, 0.553], [-0.862, -1.299, -3.328], [1.766, -5.787, -0.831], [-1.782, -1.833, -1.376], [1.435, 0.393, -1.769], [-1.034, 1.322, -1.107], [0.938, 2.334, 0.158], [0.252, -0.031, 0.778], [2.998, -1.402, -1.366], [3.203, -2.647, -0.865], [0.870, -3.177, -1.074], [1.645, -0.978, -1.578], [2.171, -3.539, -0.770], [0.564, -1.919, -1.503], [-1.865, 2.077, 1.483], [2.385, -4.901, -0.322], [-0.776, -1.615, -2.120], [-2.257, 0.876, -0.505], [0.000, 3.351, 0.271], [0.155, 0.683, 2.035], [-2.847, 1.901, 0.456], [-1.050, 3.419, 1.357], [-1.337, 0.976, 2.380], [0.413, 0.895, -0.529], [3.757, -0.666, -1.394], [4.242, -2.975, -0.766], [0.058, -3.809, -0.972], [-2.989, 0.771, -1.350], [-2.017, -0.071, -0.029], [-0.400, 3.401, -0.828], [0.513, 4.256, 0.218], [0.849, 1.596, 2.049], [0.611, 0.086, 2.814], [-2.966, 2.880, -0.053], [-3.793, 1.441, 0.810], [-0.712, 3.682, 2.339], [-1.799, 4.184, 1.203], [-1.623, 1.238, 3.444], [-1.894, 0.067, 2.090]]}

=====

(12)
{"formula": "C12H15N3OS2", "method": "wB97M-V/def2-TZVPD", "de_lowest_kcal_mol": 4.7, "homo_lumo_gap_ev": 7.8, "lumo_ev": -0.5, "e_homo_ev": -8.27, "multiplicity": 1, "molar_mass_da": 281.41, "charge": 0, "species": ["C", "C", "N", "C", "O", "C", "C", "C", "C", "C", "N", "N", "C", "C", "C", "S", "C", "S", "H", "H", "H", "H", "H", "H", "H", "H", "H", "H", "H", "H", "H", "H", "H"], "positions_angstrom": [[3.216, 0.818, 3.924], [2.531, -0.545, 3.802], [1.927, -0.645, 2.476], [0.621, -0.285, 2.241], [-0.189, -0.039, 3.108], [0.267, -0.376, 0.826], [-0.991, -0.076, 0.353], [-1.319, -0.202, -1.071], [-1.043, -1.263, -2.029], [-0.545, -2.623, -1.731], [-1.437, -0.892, -3.252], [-1.947, 0.373, -3.104], [-2.464, 1.129, -4.225], [-1.938, 0.803, -1.779], [-2.307, 2.176, -1.285], [1.644, -0.900, -0.124], [2.636, -0.874, 1.304], [4.272, -1.013, 1.188], [3.595, 0.935, 4.948], [2.458, 1.618, 3.769], [4.028, 0.893, 3.223], [3.239, -1.363, 3.961], [1.737, -0.663, 4.600], [-1.747, 0.400, 0.953], [0.468, -2.765, -2.134], [-0.500, -2.809, -0.646], [-1.195, -3.357, -2.197], [-1.877, 2.058, -4.388], [-3.476, 1.441, -4.051], [-2.431, 0.487, -5.104], [-2.125, 2.936, -2.072], [-1.714, 2.425, -0.421], [-3.393, 2.199, -1.066]]}